Record 1
{"formula": "C2H6FHgO2", "method": "ωB97M-V/def2-TZVPD", "species": ["H", "F", "H", "C", "O", "Hg", "H", "O", "H", "H", "H", "C"], "coordinates": [[0.840, 1.806, 0.999], [-0.849, -2.056, 0.284], [1.565, 0.996, -0.440], [1.340, 0.902, 0.630], [0.497, -0.220, 0.867], [-0.170, -2.008, -1.406], [-1.401, -0.339, 1.570], [-0.994, -0.396, -1.841], [2.289, 0.683, 1.127], [-1.096, 0.007, -2.703], [-1.202, 0.783, 0.249], [-0.821, -0.157, 0.662]], "total_charge": 1, "homo_ev": -15.398, "homo_lumo_gap_ha": 0.33385, "fmax_ev_per_a": 8.9, "mol_weight_g_mol": 281.66, "relative_energy_kcal_mol": 73.6}

=====

Record 2
{"formula": "C2H6FHoO2", "method": "ωB97M-V/def2-TZVPD", "species": ["Ho", "O", "H", "F", "H", "C", "H", "C", "H", "O", "H", "H"], "coordinates": [[-1.307, 1.323, 1.997], [0.706, 1.642, 1.125], [-1.188, -1.761, -0.734], [-0.590, -0.686, 2.230], [-1.522, -0.484, -1.958], [-0.767, -0.919, -1.300], [1.530, -0.088, -0.675], [0.864, 0.092, 0.177], [0.113, -1.233, -1.874], [-0.390, 0.109, -0.384], [1.605, -0.376, 0.837], [0.945, 2.380, 0.557]], "total_charge": 2, "homo_ev": [-19.235, -19.239], "homo_lumo_gap_ha": [0.30802, 0.27801], "spin_multiplicity": 5, "fmax_ev_per_a": 5.3, "mol_weight_g_mol": 246.00, "relative_energy_kcal_mol": 84.0, "s2": 6.0040}

=====

Record 3
{"formula": "C2H6FN", "method": "ωB97M-V/def2-TZVPD", "species": ["H", "C", "N", "H", "H", "H", "H", "F", "H", "C"], "coordinates": [[-1.929, 0.970, -0.795], [-1.530, 0.129, -0.117], [0.900, -0.287, 0.038], [2.445, -0.153, 0.211], [-0.022, 1.427, 0.299], [-1.795, -0.945, -0.479], [0.730, -1.281, -0.171], [3.366, -0.290, 0.107], [-2.048, -0.005, 0.881], [-0.118, 0.436, 0.027]], "smiles": "[H]/N=C\\C.F", "homo_ev": -11.026, "homo_lumo_gap_ha": 0.43204, "fmax_ev_per_a": 3.4, "mol_weight_g_mol": 63.08, "relative_energy_kcal_mol": 10.2}

=====

Record 4
{"formula": "C2H6FP", "method": "ωB97M-V/def2-TZVPD", "species": ["H", "C", "C", "H", "H", "H", "P", "H", "F", "H"], "coordinates": [[0.802, -2.272, -1.631], [0.410, 0.173, 0.181], [-0.553, 0.879, 0.956], [1.308, -0.340, 0.765], [-1.567, 0.860, 0.683], [-0.253, 1.959, 0.921], [-0.470, -1.779, -1.118], [-0.608, 0.400, 1.967], [1.051, 0.799, -0.847], [-0.119, -0.681, -1.877]], "homo_ev": -8.543, "homo_lumo_gap_ha": 0.31991, "fmax_ev_per_a": 6.8, "mol_weight_g_mol": 80.04, "relative_energy_kcal_mol": 76.8}

=====

Record 5
{"formula": "C2H6FP", "method": "ωB97M-V/def2-TZVPD", "species": ["P", "F", "C", "H", "H", "H", "C", "H", "H", "H"], "coordinates": [[1.722, 0.863, 0.530], [-3.040, 1.300, 1.160], [2.371, -0.738, 0.005], [3.127, -0.627, -0.864], [2.829, -1.351, 0.780], [-2.943, 0.815, -0.783], [-3.190, 0.368, 0.170], [-3.720, -0.542, 0.380], [1.390, 1.297, -0.885], [1.453, -1.386, -0.492]], "homo_ev": [-8.159, -9.839], "homo_lumo_gap_ha": [0.33383, 0.33393], "spin_multiplicity": 3, "fmax_ev_per_a": 3.7, "mol_weight_g_mol": 80.04, "relative_energy_kcal_mol": 0.0, "s2": 2.0063}

=====

Record 6
{"formula": "C2H6HgO4S", "method": "ωB97M-V/def2-TZVPD", "species": ["O", "H", "H", "S", "H", "C", "O", "O", "C", "H", "O", "H", "Hg", "H"], "coordinates": [[-1.323, 0.625, -2.281], [-0.784, -1.248, 0.976], [0.449, -1.098, 2.488], [-0.078, 1.096, -1.447], [1.386, 0.724, 0.813], [0.275, 0.825, 1.161], [0.477, -1.313, -1.324], [1.044, -0.175, -1.609], [-0.363, -0.538, 1.839], [-1.266, -0.200, 2.536], [-0.675, 1.273, 0.135], [0.260, 1.650, 2.025], [-0.577, 0.234, -4.466], [1.176, -1.855, -0.845]], "total_charge": 2, "homo_ev": -18.454, "homo_lumo_gap_ha": 0.14839, "fmax_ev_per_a": 5.7, "mol_weight_g_mol": 326.72}

=====

Record 7
{"formula": "C2H6I2N3", "method": "ωB97M-V/def2-TZVPD", "species": ["N", "H", "H", "I", "H", "N", "C", "H", "H", "I", "C", "H", "N"], "coordinates": [[-0.494, -0.689, -0.583], [-0.728, -0.269, -1.541], [-1.317, -0.292, 1.427], [-1.788, 1.905, 0.227], [-0.589, -1.665, -0.784], [2.254, 1.366, 0.252], [-1.488, -0.135, 0.415], [2.411, 2.127, 0.786], [1.648, -0.395, -1.143], [-3.300, -1.383, 0.362], [1.007, -0.344, -0.260], [1.245, -1.142, 0.422], [1.139, 0.916, 0.420]], "total_charge": 1, "homo_ev": -13.196, "homo_lumo_gap_ha": 0.32441, "fmax_ev_per_a": 4.5, "mol_weight_g_mol": 325.90, "relative_energy_kcal_mol": 62.8}

=====

Record 8
{"formula": "C2H6I2N3", "method": "ωB97M-V/def2-TZVPD", "species": ["C", "I", "N", "C", "H", "H", "H", "H", "I", "N", "N", "H", "H"], "coordinates": [[0.257, -0.239, -0.999], [2.534, 0.026, 1.630], [-0.082, -0.993, 0.228], [0.380, -0.112, 1.603], [1.189, 0.264, -0.630], [-1.151, -0.967, 0.286], [0.232, -1.968, 0.190], [0.386, -0.943, -1.843], [-0.631, -0.607, 3.531], [-0.727, 0.812, -1.114], [-0.798, 1.552, -2.086], [-0.047, 0.920, 1.337], [-1.543, 2.255, -2.132]], "total_charge": 1, "homo_ev": -13.332, "homo_lumo_gap_ha": 0.31229, "fmax_ev_per_a": 3.4, "mol_weight_g_mol": 325.90, "relative_energy_kcal_mol": 68.2}

=====

Record 9
{"formula": "C2H6IN2O", "method": "ωB97M-V/def2-TZVPD", "species": ["O", "N", "N", "C", "H", "H", "I", "H", "H", "H", "C", "H"], "coordinates": [[-0.512, -0.705, 0.532], [0.412, 1.105, -0.663], [1.727, -0.787, -0.085], [-1.832, -0.363, 0.377], [-2.192, -1.363, 0.034], [1.335, 1.442, -1.091], [3.579, 0.177, 0.078], [1.548, -1.600, 0.431], [-2.000, 0.401, -0.273], [-0.280, 1.804, -0.659], [0.486, -0.057, -0.048], [-2.270, -0.054, 1.367]], "total_charge": 1, "smiles": "COC(=[NH2+])NI", "homo_ev": -13.977, "homo_lumo_gap_ha": 0.32478, "fmax_ev_per_a": 4.9, "mol_weight_g_mol": 200.99, "relative_energy_kcal_mol": 14.7}

=====

Record 10
{"formula": "C2H6IOP", "method": "ωB97M-V/def2-TZVPD", "species": ["C", "H", "H", "C", "P", "H", "I", "O", "H", "H", "H"], "coordinates": [[0.389, -0.675, -1.239], [-1.408, 1.446, 0.208], [-0.632, 1.331, 1.776], [-0.418, 1.265, 0.669], [0.223, -0.391, 0.535], [0.236, 2.058, 0.377], [-1.644, -1.739, 1.219], [1.827, -0.600, 1.486], [-0.483, -0.690, -1.817], [1.305, -0.259, -1.755], [0.606, -1.746, -1.459]], "smiles": "CP(C)(=O)I", "homo_ev": [-9.297, -9.298], "homo_lumo_gap_ha": [0.33158, 0.33160], "fmax_ev_per_a": 7.8, "mol_weight_g_mol": 203.95, "relative_energy_kcal_mol": 50.8}

=====

Record 11
{"formula": "C2H6LiO2", "method": "ωB97M-V/def2-TZVPD", "species": ["C", "C", "O", "H", "H", "H", "O", "H", "Li", "H", "H"], "coordinates": [[1.844, -0.336, 0.238], [0.885, -0.920, -0.757], [-2.717, 1.172, 0.214], [1.225, -1.795, -1.341], [-2.892, 2.016, 0.640], [-2.811, 1.313, -0.782], [-0.414, -0.808, -0.523], [1.634, 0.735, 0.415], [-1.414, -0.113, 0.779], [1.776, -0.841, 1.226], [2.885, -0.422, -0.110]], "homo_ev": [-4.513, -8.095], "homo_lumo_gap_ha": [0.14863, 0.27792], "spin_multiplicity": 2, "fmax_ev_per_a": 2.1, "mol_weight_g_mol": 69.01, "relative_energy_kcal_mol": 0.0, "s2": 0.7532}

=====

Record 12
{"formula": "C2H6N2", "method": "ωB97M-V/def2-TZVPD", "species": ["N", "C", "H", "H", "H", "H", "H", "N", "C", "H"], "coordinates": [[0.739, -1.298, 0.207], [-0.140, -0.196, 0.278], [0.829, 1.086, -1.183], [0.581, 1.839, 0.501], [0.523, -2.240, 0.565], [1.148, -1.198, -0.871], [-0.723, 1.909, -0.987], [-1.267, -0.086, 0.817], [0.048, 1.150, -0.349], [-1.738, -0.967, 1.023]], "smiles": "[H]/N=C(/C)N", "homo_ev": -9.136, "homo_lumo_gap_ha": 0.36667, "fmax_ev_per_a": 6.3, "mol_weight_g_mol": 58.08, "relative_energy_kcal_mol": 62.8}

=====

Record 13
{"formula": "C2H6N2", "method": "ωB97M-V/def2-TZVPD", "species": ["C", "H", "C", "N", "H", "H", "H", "H", "H", "N"], "coordinates": [[-1.187, 0.442, -0.317], [1.405, 0.014, -1.043], [1.370, -0.045, -0.012], [0.055, 0.116, 0.527], [-1.531, -1.044, 1.175], [-1.165, 0.238, -1.419], [1.901, 0.832, 0.352], [-1.750, 1.197, 0.178], [1.942, -0.909, 0.312], [-1.040, -0.842, 0.248]], "homo_ev": [-2.985, -12.033], "homo_lumo_gap_ha": [0.13793, 0.30766], "spin_multiplicity": 3, "fmax_ev_per_a": 5.1, "mol_weight_g_mol": 58.08, "relative_energy_kcal_mol": 85.0, "s2": 2.0074}

=====

Record 14
{"formula": "C2H6N2O", "method": "ωB97M-V/def2-TZVPD", "species": ["C", "N", "H", "C", "O", "H", "N", "H", "H", "H", "H"], "coordinates": [[3.138, -0.404, 0.323], [-4.409, 1.047, -1.017], [-4.620, 1.623, -1.825], [-4.919, 1.337, 0.090], [4.316, -0.577, 0.161], [1.285, -1.257, 0.178], [2.237, -1.423, 0.467], [2.673, 0.583, 0.460], [2.577, -2.372, 0.449], [-4.641, 0.743, 0.951], [-5.612, 2.166, 0.230]], "smiles": "NC=O.C=N", "homo_ev": -10.059, "homo_lumo_gap_ha": 0.40417, "fmax_ev_per_a": 1.3, "mol_weight_g_mol": 74.08, "relative_energy_kcal_mol": 37.4}

=====

Record 15
{"formula": "C2H6N2O", "method": "ωB97M-V/def2-TZVPD", "species": ["H", "C", "H", "H", "H", "H", "O", "C", "N", "H", "N"], "coordinates": [[-2.140, 1.780, -1.057], [1.944, -0.298, 0.214], [1.021, -2.099, 0.058], [-1.201, 1.001, 0.208], [0.255, -1.129, 1.125], [2.891, -0.668, -0.189], [-2.754, -0.127, -0.519], [-2.057, 0.833, -0.484], [1.702, 0.968, 0.263], [2.164, 1.334, -0.572], [1.112, -1.277, 0.624]], "smiles": "[H]/N=C/N.C=O", "homo_ev": -9.145, "homo_lumo_gap_ha": 0.36841, "fmax_ev_per_a": 2.4, "mol_weight_g_mol": 74.08, "relative_energy_kcal_mol": 60.0}

=====

Record 16
{"formula": "C2H6N2O", "method": "ωB97M-V/def2-TZVPD", "species": ["N", "H", "C", "O", "H", "H", "C", "H", "N", "H", "H"], "coordinates": [[0.234, 1.046, 1.072], [1.210, -1.012, -0.811], [0.493, 0.844, -0.248], [0.776, 1.739, -1.005], [-1.712, -1.061, -0.184], [-0.205, 0.416, 1.713], [0.195, -0.604, -0.765], [-0.079, -0.479, -1.813], [-0.787, -1.448, -0.125], [-0.635, -1.439, 0.878], [0.510, 1.997, 1.288]], "smiles": "NCC(N)=O", "homo_ev": -9.313, "homo_lumo_gap_ha": 0.37013, "fmax_ev_per_a": 3.0, "mol_weight_g_mol": 74.08, "relative_energy_kcal_mol": 16.2}

=====

Record 17
{"formula": "C2H6N2O", "method": "ωB97M-V/def2-TZVPD", "species": ["H", "N", "H", "H", "C", "H", "C", "H", "O", "N", "H"], "coordinates": [[0.122, 1.743, -0.105], [-0.715, 1.279, -0.384], [-1.480, 1.683, -1.003], [0.417, -1.742, 0.792], [0.231, -0.665, 0.909], [-0.394, -0.522, 1.771], [-0.657, -0.137, -0.361], [2.345, -0.241, 1.341], [-0.667, -0.955, -1.381], [1.469, 0.247, 1.060], [1.606, 0.855, 0.225]], "smiles": "NCC(N)=O", "homo_ev": -9.433, "homo_lumo_gap_ha": 0.37083, "fmax_ev_per_a": 6.5, "mol_weight_g_mol": 74.08, "relative_energy_kcal_mol": 53.1}

=====

Record 18
{"formula": "C2H6N2O", "method": "ωB97M-V/def2-TZVPD", "species": ["N", "C", "H", "H", "H", "C", "H", "O", "H", "H", "N"], "coordinates": [[1.128, -0.498, 0.719], [-2.330, 0.338, -0.986], [-2.998, 0.096, -0.165], [0.819, -0.121, -0.162], [-0.829, -0.087, -1.969], [2.280, -0.009, 1.246], [2.282, 0.046, 2.350], [3.156, 0.512, 0.596], [-2.485, 1.239, -1.577], [0.409, -1.004, 1.204], [-1.431, -0.513, -1.256]], "smiles": "NC=O.C=N", "homo_ev": -9.930, "homo_lumo_gap_ha": 0.39443, "fmax_ev_per_a": 1.0, "mol_weight_g_mol": 74.08, "relative_energy_kcal_mol": 38.2}

=====

Record 19
{"formula": "C2H6N2O", "method": "ωB97M-V/def2-TZVPD", "species": ["H", "O", "H", "H", "H", "H", "C", "C", "N", "H", "N"], "coordinates": [[-2.667, -0.256, -0.458], [-0.582, -1.176, -0.981], [0.275, 1.288, 0.773], [1.990, 0.253, -0.917], [-2.237, 0.812, 0.777], [1.534, -1.242, -0.138], [1.647, -0.173, 0.034], [-0.722, -0.207, -0.245], [0.342, 0.338, 0.432], [2.391, -0.018, 0.819], [-1.970, 0.381, -0.097]], "smiles": "CNC(N)=O", "homo_ev": -9.703, "homo_lumo_gap_ha": 0.38907, "fmax_ev_per_a": 0.5, "mol_weight_g_mol": 74.08, "relative_energy_kcal_mol": 1.3}

=====

Record 20
{"formula": "C2H6N2O", "method": "ωB97M-V/def2-TZVPD", "species": ["C", "O", "H", "N", "H", "H", "H", "H", "N", "H", "C"], "coordinates": [[-3.511, 1.163, 0.012], [5.836, -2.333, -1.619], [7.027, -2.162, 0.085], [-3.190, 1.395, 1.427], [-3.851, 2.146, 1.829], [-3.980, -0.265, -0.963], [6.116, -0.609, -0.691], [-3.341, 0.368, 1.688], [-3.121, 0.164, -0.686], [-4.257, 1.822, -0.439], [6.271, -1.688, -0.643]], "smiles": "[H]/N=C/N.C=O", "homo_ev": -8.827, "homo_lumo_gap_ha": 0.34826, "fmax_ev_per_a": 3.9, "mol_weight_g_mol": 74.08, "relative_energy_kcal_mol": 92.5}